1.
The following is a quantum chemistry calculation of a molecular structure, C39H36AgAsBN7OS, from OMol25.

Output
Energy: -129854.22824 eV
Strongest force on any atom: 2.09 eV/A
Relative energy (zero: lowest compared OMol25 entry of this formula, charge and spin): 27.2 kcal per mole
HOMO: -7.5 eV

Last column: Löwdin charge in e.
Atoms and positions in Å:
Ag  1.1001  0.3058  1.5516  0.6940
C  5.1225  -0.3429  -0.2626  -0.1026
C  4.2613  0.6100  0.2826  -0.2122
N  3.4011  0.0353  1.1085  -0.0114
N  3.6719  -1.2697  1.1155  -0.0370
C  4.7045  -1.5300  0.2992  -0.0936
B  2.8489  -2.2914  1.9108  -0.5501
N  1.4850  -2.4721  1.2057  -0.0493
C  1.2298  -3.2111  0.1168  -0.0962
C  -0.1310  -3.1813  -0.1170  -0.0782
C  -0.6309  -2.3821  0.9121  -0.1723
N  0.3541  -1.9594  1.6923  0.0120
N  2.5721  -1.7831  3.3227  -0.0436
C  2.7390  -2.4652  4.4645  -0.0861
C  2.2840  -1.6897  5.5090  -0.0762
C  1.8437  -0.5194  4.8908  -0.1796
N  2.0225  -0.5972  3.5800  -0.0027
H  5.9387  -0.1907  -0.9421  0.0859
H  4.2367  1.6733  0.1284  0.0999
H  5.0767  -2.5253  0.1660  0.1131
H  3.4229  -3.3314  1.9416  0.1158
H  2.0163  -3.7074  -0.4167  0.1191
H  -0.6812  -3.6547  -0.9066  0.0834
H  -1.6511  -2.1365  1.1513  0.0797
H  3.1590  -3.4483  4.4624  0.1108
H  2.2687  -1.9315  6.5524  0.0824
H  1.4187  0.3675  5.3240  0.1006
N  1.2152  0.0378  -0.8807  -0.3336
S  2.1946  0.4105  -2.0338  1.0232
C  2.4194  -1.0686  -3.0801  -0.3801
C  1.3266  -1.8450  -3.4260  -0.0928
C  1.5162  -3.0051  -4.1549  -0.0724
C  2.7973  -3.4040  -4.5006  -0.0804
C  3.8898  -2.6472  -4.1101  -0.0744
C  3.7049  -1.4700  -3.4035  -0.0832
C  1.2368  1.4350  -3.2398  -0.3426
C  0.5665  2.4996  -2.6539  -0.1156
C  -0.1911  3.3539  -3.4379  -0.0825
C  -0.2693  3.1415  -4.8055  -0.0871
C  0.4196  2.0903  -5.3878  -0.0819
C  1.1832  1.2341  -4.6080  -0.0801
H  0.3571  -0.4132  -1.1800  -0.0138
H  0.3335  -1.5458  -3.1209  0.1001
H  0.6633  -3.5961  -4.4521  0.1050
H  2.9452  -4.3121  -5.0654  0.1031
H  4.8888  -2.9707  -4.3562  0.1044
H  4.5505  -0.8758  -3.0930  0.0972
H  0.6322  2.6238  -1.5807  0.1013
H  -0.7258  4.1764  -2.9837  0.1079
H  -0.8582  3.8026  -5.4242  0.1021
H  0.3737  1.9446  -6.4555  0.1032
H  1.7203  0.4201  -5.0728  0.1057
O  -0.5370  1.8169  1.0790  -0.5158
As  -2.0904  1.3952  1.1935  1.1717
C  -2.9508  3.1293  1.2530  -0.2847
C  -2.5387  3.8988  2.3364  -0.1008
C  -2.8060  5.2533  2.3685  -0.0745
C  -3.4810  5.8367  1.3062  -0.0844
C  -3.8909  5.0745  0.2245  -0.0858
C  -3.6219  3.7142  0.1897  -0.0942
C  -2.6473  0.3695  -0.3604  -0.2798
C  -3.3105  -0.8409  -0.2381  -0.1186
C  -3.4841  -1.6477  -1.3483  -0.0766
C  -3.0070  -1.2414  -2.5840  -0.0743
C  -2.3592  -0.0218  -2.7177  -0.0713
C  -2.1740  0.7747  -1.6004  -0.1056
C  -2.5483  0.3936  2.7933  -0.3035
C  -1.5003  0.0085  3.6143  -0.1088
C  -1.7424  -0.7460  4.7488  -0.0562
C  -3.0434  -1.1019  5.0642  -0.0712
C  -4.0989  -0.6889  4.2631  -0.0829
C  -3.8582  0.0608  3.1235  -0.1098
H  -1.9757  3.4130  3.1318  0.1092
H  -2.4711  5.8607  3.1985  0.1067
H  -3.6789  6.8982  1.3184  0.1029
H  -4.4011  5.5530  -0.6013  0.1033
H  -3.9279  3.1060  -0.6580  0.1009
H  -3.6777  -1.1473  0.7325  0.0903
H  -3.9641  -2.6086  -1.2348  0.1091
H  -3.1565  -1.8713  -3.4481  0.1051
H  -1.9710  0.3026  -3.6752  0.1070
H  -1.6341  1.7134  -1.6709  0.0844
H  -0.4837  0.2908  3.3340  0.0531
H  -0.9132  -1.0593  5.3673  0.0985
H  -3.2384  -1.7036  5.9399  0.1049
H  -5.1118  -0.9603  4.5263  0.1034
H  -4.6822  0.3849  2.4937  0.1095

2.
The following is a quantum chemistry calculation of a molecular structure, C39H36BClCsN8PS3, from OMol25.

Output
Energy: -108493.54058 eV
Strongest force on any atom: 0.36 eV/A
Relative energy (zero: lowest compared OMol25 entry of this formula, charge and spin): 0.0 kcal per mole
HOMO: -7.0 eV

Last column: Löwdin charge in e.
Atoms and positions in Å:
Cs  0.0766  -0.4696  -0.9162  0.7560
C  -0.5042  1.8624  -4.4370  -0.0537
N  -1.0809  2.3841  -3.2196  -0.1318
C  -2.4097  2.7204  -3.0371  -0.0691
C  -2.5051  3.2404  -1.7962  -0.0786
N  -1.2505  3.2425  -1.2259  -0.0144
B  -0.9306  3.9253  0.1446  -0.4618
N  -0.2944  2.9192  1.1676  -0.0034
C  0.8756  3.1725  1.8457  -0.0867
C  1.0628  2.2011  2.7616  -0.0726
N  -0.0026  1.3301  2.6306  -0.1212
C  -0.2576  0.1860  3.4777  -0.0466
C  -0.8422  1.7939  1.6601  -0.7775
S  -2.3033  1.0505  1.1937  0.5729
C  -0.3669  2.7349  -2.1096  -0.8275
S  1.3164  2.5679  -1.9420  0.5063
H  -1.2915  1.3866  -5.0188  0.0806
H  0.2679  1.1351  -4.1937  0.0600
H  -0.0412  2.6569  -5.0239  0.0945
H  -3.1543  2.5318  -3.7904  0.1186
H  -3.3591  3.6005  -1.2518  0.1180
H  -1.9864  4.3225  0.5862  0.0740
H  -0.1143  4.8041  -0.0185  0.0729
H  1.4721  4.0334  1.6032  0.1158
H  1.8526  2.0322  3.4730  0.1204
H  0.6916  -0.1642  3.8814  0.0826
H  -0.7197  -0.6058  2.8936  0.0488
H  -0.9305  0.4448  4.2960  0.0971
Cl  1.4183  -2.3236  1.4247  0.6275
C  2.7189  -1.9106  2.5173  -0.6541
C  2.8257  -2.6473  3.6849  -0.1106
C  3.8298  -2.3497  4.5919  -0.0772
C  4.7205  -1.3228  4.3174  -0.0718
C  4.6073  -0.6033  3.1365  -0.0698
C  3.6072  -0.8783  2.2043  -0.3807
P  3.3253  0.1539  0.7005  1.0511
C  3.8533  -0.9615  -0.6572  -0.4169
C  4.3092  -2.2654  -0.5042  -0.0995
C  4.6318  -3.0321  -1.6178  -0.0773
C  4.5045  -2.5006  -2.8919  -0.0850
C  4.0496  -1.1966  -3.0554  -0.0736
C  3.7186  -0.4346  -1.9463  -0.1293
C  4.7484  1.2988  0.7575  -0.3832
C  6.0550  0.9034  0.4739  -0.0909
C  7.0943  1.8173  0.5421  -0.0777
C  6.8377  3.1383  0.8903  -0.0823
C  5.5390  3.5443  1.1598  -0.0711
C  4.4980  2.6274  1.0875  -0.0835
H  2.1182  -3.4432  3.8767  0.1066
H  3.9099  -2.9195  5.5081  0.1070
H  5.5066  -1.0813  5.0206  0.1064
H  5.3076  0.1955  2.9311  0.1002
H  4.4220  -2.6904  0.4862  0.1010
H  4.9861  -4.0470  -1.4885  0.1044
H  4.7588  -3.1007  -3.7563  0.1022
H  3.9494  -0.7740  -4.0471  0.1071
H  3.3463  0.5777  -2.0722  0.0541
H  6.2572  -0.1244  0.1948  0.1103
H  8.1063  1.5043  0.3186  0.1035
H  7.6499  3.8524  0.9383  0.1027
H  5.3319  4.5765  1.4111  0.1056
H  3.4782  2.9432  1.2645  0.0729
S  -4.4330  -1.0686  -4.3698  1.0098
C  -4.5440  -0.3833  -2.8082  -0.4023
C  -3.3154  -0.3295  -2.2404  -0.3014
N  -2.2876  -0.8393  -3.0054  -0.0632
C  -2.7415  -1.2430  -4.1527  -0.4884
H  -5.4855  -0.0422  -2.4095  0.0725
H  -3.0968  0.1101  -1.2735  0.0378
H  -2.1313  -1.6874  -4.9266  0.0765
N  -10.1268  -0.0467  1.7542  0.1573
C  -9.1187  -0.4954  1.4340  -0.1790
C  -7.8515  -1.0595  1.0317  -0.2281
C  -6.6975  -0.2812  1.0563  -0.0016
C  -5.4906  -0.8208  0.6526  -0.0018
C  -5.4342  -2.1480  0.2410  -0.1795
C  -6.5796  -2.9339  0.2296  0.0020
C  -7.7884  -2.3863  0.6168  -0.0180
N  -4.2017  -2.6997  -0.1812  -0.0181
C  -4.0083  -3.6531  -1.1604  -0.0587
C  -2.6630  -3.7902  -1.2822  -0.1384
N  -2.0135  -2.9457  -0.4033  0.0273
C  -2.9641  -2.3097  0.2306  -0.2076
H  -6.7478  0.7488  1.3824  0.1294
H  -4.5975  -0.2093  0.6576  0.0481
H  -6.5207  -3.9723  -0.0664  0.1156
H  -8.6873  -2.9876  0.6110  0.1230
H  -4.8262  -4.1096  -1.6887  0.1179
H  -2.1169  -4.4284  -1.9563  0.1018
H  -2.8217  -1.5535  0.9907  0.0654

3.
The following is a quantum chemistry calculation of a molecular structure, C39H36ClN3Si2Tc, from OMol25.

Output
Energy: -75956.39958 eV
Strongest force on any atom: 3.06 eV/A
Multiplicity: 4
Net charge: +2
Expectation value of S²: 3.7775
HOMO (alpha / beta): -10.4 / -11.8 eV

Last column: Löwdin charge in e.
Atoms and positions in Å:
C  -1.8425  4.2064  1.5199  -0.2121
C  -0.4594  3.9381  1.1990  -0.1931
C  -0.4251  3.4565  -0.1415  -0.2214
H  0.3941  4.0769  1.8584  0.1161
C  -1.7605  3.4216  -0.6646  -0.1915
C  -2.6330  3.9203  0.3473  -0.1736
H  -3.7000  4.1327  0.2213  0.1336
H  -2.1947  4.7505  2.4024  0.1268
H  0.4658  3.1439  -0.6779  0.0776
H  -2.0574  3.0337  -1.6375  0.1065
Tc  -1.6561  2.1901  1.0825  1.1671
Si  1.6283  -2.2380  -1.5475  0.7447
C  2.7162  -3.4137  -0.6224  -0.3336
C  2.4063  -4.7678  -0.4290  -0.0868
H  1.4112  -5.1225  -0.6875  0.1060
C  3.3720  -5.6427  0.0704  -0.0619
H  3.1326  -6.7002  0.1845  0.1152
C  4.6477  -5.1715  0.3896  -0.0534
H  5.4174  -5.8580  0.7342  0.1157
C  4.9450  -3.8117  0.2553  -0.0584
H  5.9282  -3.4157  0.5042  0.1147
C  3.9761  -2.9353  -0.2380  -0.1245
H  4.2002  -1.8702  -0.3363  0.0968
C  1.2642  -3.0310  -3.1802  -0.2334
C  2.3837  -3.4349  -3.9331  -0.0122
H  3.3826  -3.2847  -3.5322  0.1270
C  2.2095  -4.0384  -5.1774  -0.0071
H  3.0713  -4.3770  -5.7505  0.1298
C  0.9241  -4.2380  -5.6889  0.0306
H  0.7824  -4.7279  -6.6520  0.1402
C  -0.1986  -3.8263  -4.9606  0.0101
H  -1.2108  -3.9847  -5.3544  0.1345
C  -0.0331  -3.2167  -3.7012  -0.0232
H  -0.8909  -2.8937  -3.1067  0.1153
H  2.4596  -1.1042  -1.8730  0.0278
Si  0.0786  -0.2793  -0.1296  0.2576
C  -0.1231  0.6680  -1.7365  -0.3416
C  1.0643  1.1556  -2.3322  -0.1370
H  1.9866  1.2086  -1.7483  0.0913
C  1.1152  1.4099  -3.7008  -0.0582
H  2.0484  1.7579  -4.1397  0.1170
C  -0.0224  1.2302  -4.4906  -0.0602
H  0.0043  1.4807  -5.5535  0.1163
C  -1.2100  0.7708  -3.9144  -0.0716
H  -2.1135  0.6273  -4.5164  0.1151
C  -1.2682  0.4938  -2.5428  -0.1205
H  -2.1760  0.0433  -2.1250  0.0928
C  1.4847  0.3092  0.9646  -0.3293
C  2.2931  1.4573  0.8547  -0.0977
H  1.9473  2.3404  0.3080  0.0851
C  3.5846  1.4634  1.3962  -0.0493
H  4.2095  2.3480  1.2900  0.1161
C  4.0655  0.3422  2.0801  -0.0509
H  5.0653  0.3438  2.5222  0.1186
C  3.2573  -0.7930  2.2319  -0.0728
H  3.6072  -1.6845  2.7546  0.1199
C  1.9704  -0.7912  1.7038  -0.1415
H  1.3590  -1.6956  1.7965  0.1043
H  0.3129  -1.6600  -0.5701  -0.1119
Cl  -1.5628  -1.0523  0.9591  0.3553
N  -3.7411  2.8726  3.4092  0.1153
C  -2.5332  2.4515  3.9803  -0.2859
C  -2.3626  2.5856  5.3571  0.0144
C  -1.1646  2.1961  5.9404  -0.0185
C  -0.1690  1.6999  5.0898  -0.0422
C  -0.3778  1.6107  3.7230  -0.0708
N  -1.5846  1.9775  3.1572  -0.0329
C  -4.3893  2.2091  2.3643  -0.2772
C  -5.7837  2.2206  2.3217  0.0122
C  -6.4344  1.5781  1.2840  -0.0218
C  -5.6452  0.9521  0.3085  -0.0444
C  -4.2659  1.0015  0.3747  -0.1147
N  -3.6191  1.6462  1.4089  -0.0617
H  -4.3808  3.2432  4.1017  0.1433
H  -3.2115  2.9539  5.9179  0.1228
H  -1.0208  2.2557  7.0143  0.1246
H  0.7954  1.3859  5.4755  0.1154
H  0.3930  1.2507  3.0370  0.0892
H  -6.2923  2.7368  3.1340  0.1272
H  -7.5196  1.5600  1.2423  0.1254
H  -6.1043  0.4268  -0.5229  0.1152
H  -3.6231  0.5249  -0.3578  0.0686

Question: What is the formula in the third record?
Answer: C39H36ClN3Si2Tc

Question: energy of number 1 (C39H36AgAsBN7OS)?
Answer: -129854.22824 eV

Question: What is the energy in the first record?
Answer: -129854.22824 eV